[1]
121
Properties=species:S:1:pos:R:3:lowdin_charge:R:1 method="wB97M-V/def2-TZVPD" orbital_gap_ev="5.2 / 5.2" s2=0.764 spin_multiplicity=2 relative_energy_kcal_mol=0.00 charge=-2
Mo 0.99 -1.31 -0.36 1.62
N 3.09 -1.98 -0.74 -0.09
C 3.37 -2.26 -2.16 -0.13
C 2.13 -2.76 -2.83 -0.54
O 2.15 -3.39 -3.88 0.01
N 1.04 -2.45 -2.10 -0.10
C -0.21 -3.07 -2.49 -0.12
C -1.34 -2.13 -2.15 -0.62
O -2.44 -2.21 -2.69 0.01
O -1.03 -1.22 -1.28 -0.25
H 3.36 -2.78 -0.15 -0.03
H 3.64 -1.15 -0.53 0.03
H 3.67 -1.32 -2.62 0.11
H 4.17 -2.99 -2.29 0.12
H -0.21 -3.33 -3.54 0.12
H -0.37 -3.98 -1.90 0.13
C -3.40 -3.42 5.20 -0.04
C -4.07 -2.21 4.56 -0.31
C -4.34 -1.16 5.63 -0.16
C -4.85 0.13 5.01 -0.13
C -3.81 0.65 4.06 -0.15
C -3.57 1.99 3.91 0.05
C -2.57 2.42 3.04 -0.25
F -2.34 3.75 2.95 0.06
C -1.82 1.55 2.31 0.05
C -2.05 0.18 2.45 -0.03
C -1.25 -0.78 1.66 -0.28
O -0.31 -0.33 0.98 -0.24
C -1.65 -2.14 1.75 -0.02
C -2.62 -2.49 2.62 0.03
N -3.23 -1.64 3.48 0.03
C -3.03 -0.28 3.33 -0.07
C -1.01 -3.28 0.97 -0.58
O -1.57 -4.36 0.96 0.06
O 0.11 -2.99 0.42 -0.22
H -3.92 -3.68 6.12 0.08
H -2.36 -3.19 5.44 0.10
H -3.41 -4.30 4.55 0.08
H -5.03 -2.52 4.13 0.15
H -3.41 -0.95 6.16 0.13
H -5.06 -1.57 6.34 0.12
H -5.06 0.88 5.77 0.11
H -5.79 -0.07 4.48 0.13
H -4.15 2.71 4.48 0.13
H -1.06 1.91 1.63 0.09
H -2.91 -3.53 2.66 0.14
C 2.04 0.65 2.73 -0.21
Si 2.17 -1.07 1.95 0.52
C 1.47 -2.25 3.25 -0.21
C 4.03 -1.34 2.01 -0.23
H 2.52 0.64 3.71 0.03
H 1.00 0.98 2.86 0.01
H 2.55 1.38 2.11 0.00
H 2.08 -2.22 4.15 0.02
H 1.48 -3.27 2.86 0.01
H 0.44 -2.00 3.52 0.01
H 4.38 -1.11 3.02 0.03
H 4.56 -0.67 1.32 0.03
H 4.32 -2.37 1.77 -0.01
C 7.67 -3.27 0.72 -0.05
C 6.77 -4.44 0.43 -0.38
C 7.28 -5.66 0.00 -0.08
C 6.34 -6.65 -0.26 -0.20
N 5.04 -6.49 -0.11 0.02
C 4.60 -5.26 0.32 -0.88
S 2.93 -4.97 0.54 0.52
N 5.47 -4.24 0.57 0.06
H 8.68 -3.59 0.96 0.06
H 7.26 -2.68 1.54 0.07
H 7.72 -2.62 -0.16 0.08
H 8.34 -5.83 -0.13 0.08
H 6.65 -7.62 -0.63 0.09
C -6.59 4.86 -2.56 -0.07
C -5.27 4.15 -2.31 -0.29
C -5.23 2.91 -1.70 -0.03
C -4.03 2.25 -1.46 -0.31
C -4.07 0.89 -0.80 -0.07
C -2.82 2.85 -1.84 -0.40
Te -0.99 1.82 -1.42 1.56
N 1.72 0.35 -0.83 -0.16
C 2.84 1.08 -0.91 -0.58
O 3.94 0.65 -1.30 -0.03
C 2.82 2.55 -0.50 -0.17
C 3.75 3.40 -1.07 -0.04
C 3.75 4.76 -0.77 -0.10
C 2.82 5.27 0.12 -0.11
C 1.91 4.42 0.72 -0.08
C 1.92 3.06 0.42 -0.09
C -0.33 1.89 -3.43 -0.44
C 0.95 2.40 -3.67 -0.14
C 1.50 2.38 -4.94 -0.09
C 0.78 1.84 -5.99 -0.10
C -0.50 1.35 -5.76 -0.06
C -1.08 1.36 -4.49 -0.29
C -2.45 0.78 -4.30 -0.05
C -2.85 4.13 -2.43 -0.30
C -1.59 4.85 -2.85 -0.08
C -4.07 4.75 -2.66 -0.04
H -7.43 4.23 -2.27 0.07
H -6.70 5.12 -3.61 0.07
H -6.65 5.79 -1.98 0.07
H -6.16 2.42 -1.42 0.11
H -5.09 0.49 -0.80 0.07
H -3.73 0.95 0.24 0.06
H -3.42 0.17 -1.30 0.04
H 4.47 2.98 -1.77 0.11
H 4.48 5.42 -1.24 0.09
H 2.81 6.33 0.36 0.09
H 1.18 4.80 1.43 0.10
H 1.24 2.38 0.92 0.06
H 1.51 2.82 -2.85 0.08
H 2.50 2.78 -5.10 0.10
H 1.20 1.79 -6.99 0.09
H -1.06 0.91 -6.58 0.10
H -2.76 0.23 -5.19 0.08
H -3.19 1.56 -4.10 0.07
H -2.47 0.08 -3.46 0.05
H -0.81 4.71 -2.10 0.05
H -1.78 5.91 -2.98 0.07
H -1.20 4.45 -3.78 0.08
H -4.08 5.73 -3.13 0.11

---

[2]
113
Properties=species:S:1:pos:R:3:nbo_charge:R:1 method="wB97M-V/def2-TZVPD" orbital_gap_ev="6.4 / 6.6" s2=2.017 spin_multiplicity=3 charge=+2
V 0.23 -0.79 0.40 1.35
C 0.94 -1.16 3.98 -0.49
N 2.30 -1.59 3.94 -0.48
C 2.96 -1.89 2.70 -0.49
P 1.95 -2.27 1.17 0.84
C 3.36 -2.12 0.03 -0.37
C 4.48 -2.95 0.12 -0.19
C 5.58 -2.73 -0.69 -0.18
C 5.59 -1.66 -1.58 -0.18
C 4.49 -0.82 -1.66 -0.14
C 3.38 -1.05 -0.86 -0.22
C 1.54 -4.04 1.30 -0.39
C 0.71 -4.46 2.33 -0.15
C 0.34 -5.79 2.44 -0.21
C 0.78 -6.71 1.49 -0.17
C 1.58 -6.29 0.44 -0.19
C 1.96 -4.96 0.33 -0.21
C 2.99 -1.84 5.14 0.24
C 2.32 -1.98 6.35 -0.29
C 3.02 -2.24 7.52 -0.17
C 4.39 -2.39 7.51 -0.23
C 5.07 -2.25 6.31 -0.16
C 4.39 -1.97 5.14 -0.30
P 0.39 0.05 2.67 0.95
C -1.22 0.52 3.38 -0.42
C -1.68 1.83 3.24 -0.21
C -2.93 2.19 3.71 -0.18
C -3.76 1.24 4.30 -0.17
C -3.31 -0.07 4.42 -0.21
C -2.06 -0.43 3.97 -0.16
C 1.55 1.41 2.95 -0.43
C 1.44 2.23 4.07 -0.12
C 2.36 3.25 4.26 -0.21
C 3.39 3.44 3.35 -0.16
C 3.51 2.61 2.24 -0.20
C 2.58 1.61 2.04 -0.11
H 0.75 -0.62 4.91 0.26
H 0.25 -2.02 3.93 0.19
H 3.61 -2.76 2.84 0.25
H 3.60 -1.05 2.38 0.23
H 4.49 -3.78 0.82 0.23
H 6.44 -3.38 -0.62 0.24
H 6.45 -1.48 -2.20 0.24
H 4.51 0.03 -2.33 0.22
H 2.52 -0.38 -0.93 0.20
H 0.36 -3.75 3.08 0.20
H -0.29 -6.11 3.25 0.24
H 0.50 -7.75 1.58 0.24
H 1.92 -7.00 -0.30 0.24
H 2.58 -4.64 -0.49 0.23
H 1.24 -1.92 6.40 0.21
H 2.47 -2.35 8.45 0.23
H 4.93 -2.62 8.42 0.23
H 6.15 -2.35 6.28 0.22
H 4.96 -1.83 4.23 0.21
H -1.04 2.58 2.78 0.25
H -3.27 3.21 3.60 0.24
H -4.74 1.52 4.66 0.24
H -3.95 -0.81 4.88 0.23
H -1.74 -1.46 4.10 0.20
H 0.64 2.08 4.78 0.22
H 2.25 3.90 5.11 0.23
H 4.10 4.25 3.51 0.24
H 4.31 2.76 1.54 0.23
H 2.64 0.99 1.15 0.18
O 0.08 2.96 0.66 -0.53
C -0.50 2.06 0.10 0.75
O -0.02 0.82 0.01 -0.82
C -1.81 2.26 -0.59 0.12
C -2.25 3.54 -0.90 -0.21
C -3.44 3.68 -1.59 -0.15
C -4.15 2.54 -1.93 -0.21
C -3.64 1.30 -1.56 0.05
N -2.50 1.15 -0.90 -0.47
H -1.63 4.39 -0.62 0.25
H -3.81 4.66 -1.86 0.24
H -5.08 2.61 -2.48 0.24
H -4.18 0.40 -1.81 0.20
N -1.74 -1.46 0.77 -0.87
C -2.51 -2.17 -0.27 -0.22
C -1.85 -3.51 -0.61 -0.43
C -0.63 -3.35 -1.52 -0.22
N 0.11 -2.09 -1.29 -0.92
H -1.83 -1.95 1.66 0.40
H -2.17 -0.54 0.89 0.41
H -2.59 -1.53 -1.14 0.21
H -3.53 -2.36 0.10 0.22
H -2.58 -4.14 -1.11 0.25
H -1.55 -4.00 0.32 0.22
H -0.95 -3.40 -2.57 0.21
H 0.05 -4.18 -1.35 0.23
H -0.35 -1.33 -1.81 0.41
H 1.02 -2.18 -1.72 0.41
C 1.52 -0.08 -4.20 -0.91
P 0.22 0.68 -3.11 0.77
C 0.74 2.45 -3.22 -0.93
C -1.14 0.57 -4.34 -0.34
C -1.98 -0.54 -4.29 -0.22
C -2.94 -0.75 -5.27 -0.21
C -3.06 0.15 -6.32 -0.19
C -2.27 1.28 -6.36 -0.21
C -1.30 1.49 -5.38 -0.15
H 1.55 0.44 -5.15 0.24
H 1.27 -1.13 -4.39 0.23
H 2.49 -0.03 -3.72 0.22
H 1.29 2.65 -4.14 0.24
H 1.39 2.66 -2.37 0.24
H -0.12 3.11 -3.16 0.25
H -1.88 -1.25 -3.48 0.18
H -3.58 -1.63 -5.23 0.22
H -3.78 -0.04 -7.11 0.23
H -2.38 2.00 -7.16 0.23
H -0.67 2.37 -5.44 0.21

---

Number 1: maximum force 2.18 eV Å⁻¹. Number 2: maximum force 3.19 eV Å⁻¹.